[1]
Computed, not measured: C15H23NO4 in the gas phase in a non-equilibrium geometry, with ωB97M-V/def2-TZVPD.

Last column: Löwdin charge in e.
Cartesian coordinates (Å):
C (-4.01, 0.38, -1.28)  0.03
N (-3.17, 0.40, -0.07)  -0.06
C (-3.60, 0.50, 1.22)  -0.08
C (-2.52, 0.39, 2.07)  0.02
C (-1.30, 0.38, 1.20)  -0.09
O (0.08, 0.38, 1.39)  0.09
C (0.49, 1.10, 2.44)  -0.43
O (-0.21, 1.72, 3.21)  0.14
C (1.96, 0.87, 2.74)  -0.46
C (2.79, 1.11, 1.47)  -0.05
C (2.55, 1.73, 3.93)  -0.05
C (2.22, -0.63, 3.25)  -0.04
C (-1.86, 0.16, -0.08)  -0.25
O (-1.07, 0.08, -1.17)  0.12
C (-0.97, -1.09, -1.85)  -0.34
O (-1.60, -2.17, -1.59)  0.07
C (0.16, -1.03, -2.96)  -0.46
C (1.27, -1.86, -2.17)  -0.01
C (0.57, 0.33, -3.46)  -0.06
C (-0.50, -1.79, -4.17)  -0.04
H (-3.49, 0.62, -2.16)  0.08
H (-4.90, 0.98, -1.19)  0.09
H (-4.34, -0.61, -1.38)  0.08
H (-4.56, 0.70, 1.58)  0.10
H (-2.55, 0.63, 3.11)  0.09
H (2.66, 2.18, 1.24)  0.09
H (3.84, 1.01, 1.57)  0.07
H (2.44, 0.67, 0.55)  0.07
H (3.68, 1.59, 3.95)  0.11
H (2.00, 1.54, 4.87)  0.09
H (2.38, 2.77, 3.84)  0.05
H (3.29, -0.92, 3.27)  0.09
H (1.84, -0.78, 4.26)  0.07
H (1.60, -1.35, 2.58)  0.11
H (2.28, -1.66, -2.62)  0.10
H (1.10, -2.90, -2.23)  0.06
H (1.28, -1.65, -1.12)  0.07
H (-0.25, 1.01, -3.52)  0.07
H (1.25, 0.77, -2.66)  0.11
H (1.03, 0.15, -4.47)  0.10
H (0.32, -2.16, -4.84)  0.09
H (-1.00, -0.97, -4.74)  0.09
H (-1.18, -2.57, -3.99)  0.06

Calculated values
2S+1 = 1
largest force on an atom = 5.50 eV Å⁻¹
SMILES = Cn1ccc(OC(=O)C(C)(C)C)c1OC(=O)C(C)(C)C
HOMO level = -8.1 eV
energy above the lowest of the compared OMol25 structures with the same formula, charge and spin = 90.2 kcal per mole

=====

[2]
Computed, not measured: a 3-piece molecular cluster, CH4ClN3O overall in a non-equilibrium geometry, with ωB97M-V/def2-TZVPD.

Last column: Löwdin charge in e.
Cartesian coordinates (Å):
C (-0.38, 2.14, 0.76)  -0.46
N (1.52, -0.84, -0.24)  -0.14
N (0.74, 2.50, 0.67)  0.21
N (2.02, 0.22, -0.17)  -0.02
O (-1.51, 2.05, 0.91)  0.15
Cl (-3.80, -1.40, -0.08)  0.34
H (1.28, -1.44, 0.64)  0.14
H (1.29, -1.34, -1.16)  0.12
H (-3.22, -0.34, 0.00)  -0.35
H (1.64, 2.18, 0.55)  0.00

Calculated values
2S+1 = 1
largest force on an atom = 3.40 eV Å⁻¹
HOMO level = -8.8 eV
energy above the lowest of the compared OMol25 structures with the same formula, charge and spin = 24.3 kcal per mole

=====

[3]
Computed, not measured: C39H45BBr2N10O4W as an isolated structure in a non-equilibrium geometry, with ωB97M-V/def2-TZVPD.

Last column: Löwdin charge in e.
Cartesian coordinates (Å):
W (-0.04, 0.12, 0.37)  1.96
C (0.40, -0.30, -3.54)  -0.07
C (1.56, -0.34, -2.62)  -0.34
C (2.88, -0.41, -3.06)  0.04
C (3.66, -0.28, -1.93)  0.01
N (2.85, -0.15, -0.87)  0.03
N (1.54, -0.20, -1.27)  -0.08
B (3.24, 0.17, 0.57)  -0.70
N (2.62, -0.92, 1.45)  0.02
C (3.26, -1.66, 2.39)  0.02
C (2.49, -2.76, 2.65)  0.05
C (1.37, -2.66, 1.81)  -0.28
C (0.33, -3.71, 1.70)  0.01
N (1.45, -1.52, 1.10)  -0.01
N (2.60, 1.50, 0.99)  0.04
C (3.18, 2.67, 1.28)  0.02
C (2.27, 3.46, 1.94)  0.06
C (1.11, 2.70, 2.04)  -0.27
C (-0.08, 3.12, 2.82)  0.01
N (1.30, 1.50, 1.43)  -0.02
N (4.74, 0.12, 0.74)  -0.04
C (5.52, -0.98, 0.46)  -0.09
C (6.78, -0.73, 0.91)  0.02
C (6.71, 0.58, 1.48)  -0.31
C (7.78, 1.32, 2.15)  -0.02
N (5.46, 1.04, 1.36)  0.10
H (0.73, 0.13, -4.48)  0.10
H (-0.41, 0.31, -3.15)  0.01
H (0.05, -1.30, -3.78)  0.07
H (3.22, -0.54, -4.07)  0.13
H (4.73, -0.25, -1.84)  0.14
H (4.19, -1.35, 2.81)  0.15
H (2.72, -3.56, 3.33)  0.13
H (0.80, -4.68, 1.80)  0.11
H (-0.19, -3.66, 0.75)  0.03
H (-0.39, -3.62, 2.51)  0.09
H (4.21, 2.85, 1.04)  0.13
H (2.41, 4.45, 2.32)  0.13
H (0.25, 3.85, 3.55)  0.11
H (-0.53, 2.28, 3.35)  0.08
H (-0.84, 3.60, 2.20)  0.09
H (5.12, -1.85, -0.02)  0.13
H (7.65, -1.35, 0.86)  0.12
H (8.73, 0.80, 2.05)  0.09
H (7.56, 1.42, 3.22)  0.09
H (7.86, 2.33, 1.77)  0.09
O (-4.74, 5.28, 1.38)  -0.03
C (-4.86, 4.16, 2.20)  -0.19
C (-3.84, 3.14, 1.79)  -0.11
C (-3.48, 2.06, 2.60)  0.06
C (-2.44, 1.24, 2.21)  -0.10
N (-1.72, 1.38, 1.07)  -0.03
C (-2.09, 2.43, 0.28)  -0.27
C (-3.13, 3.29, 0.61)  0.08
C (-1.22, 2.72, -0.83)  -0.26
C (-1.47, 3.77, -1.71)  0.08
C (-0.51, 4.19, -2.60)  -0.11
C (-0.80, 5.33, -3.52)  -0.19
O (-2.16, 5.65, -3.44)  -0.03
C (0.74, 3.56, -2.52)  0.06
C (0.91, 2.49, -1.68)  -0.08
N (-0.07, 1.98, -0.88)  -0.03
H (-5.37, 5.96, 1.65)  0.12
H (-5.87, 3.71, 2.13)  0.16
H (-4.70, 4.41, 3.26)  0.15
H (-3.98, 1.88, 3.53)  0.15
H (-2.15, 0.46, 2.89)  0.10
H (-3.39, 4.12, -0.02)  0.13
H (-2.42, 4.27, -1.71)  0.13
H (-0.51, 5.05, -4.55)  0.15
H (-0.17, 6.19, -3.23)  0.16
H (-2.35, 6.44, -3.96)  0.12
H (1.57, 3.89, -3.12)  0.14
H (1.89, 2.05, -1.62)  0.12
Br (-2.86, 0.30, -1.92)  0.85
C (-2.71, -1.59, -2.17)  -0.81
Br (-1.01, -2.15, -1.36)  0.88
H (-2.70, -1.83, -3.23)  0.04
H (-3.52, -2.08, -1.63)  0.01
C (-4.44, -5.47, 5.17)  -0.02
C (-3.80, -4.45, 4.32)  -0.23
C (-2.98, -3.44, 4.84)  0.02
C (-2.41, -2.47, 4.03)  -0.19
C (-1.58, -1.42, 4.70)  -0.03
C (-2.64, -2.50, 2.63)  -0.07
C (-3.46, -3.51, 2.09)  -0.18
C (-3.74, -3.63, 0.62)  -0.03
C (-4.01, -4.46, 2.93)  0.03
C (-2.02, -1.51, 1.71)  -0.60
O (-2.57, -1.12, 0.67)  -0.16
O (-0.85, -1.03, 1.96)  -0.21
H (-4.05, -5.46, 6.18)  0.09
H (-4.32, -6.46, 4.73)  0.10
H (-5.52, -5.30, 5.21)  0.11
H (-2.79, -3.41, 5.90)  0.13
H (-1.18, -1.80, 5.63)  0.10
H (-2.21, -0.57, 4.96)  0.09
H (-0.76, -1.09, 4.07)  0.07
H (-2.80, -3.67, 0.07)  0.04
H (-4.31, -2.77, 0.30)  0.09
H (-4.30, -4.53, 0.40)  0.10
H (-4.62, -5.25, 2.52)  0.13

Calculated values
2S+1 = 2
largest force on an atom = 3.30 eV Å⁻¹
HOMO level (spin up / spin down) = -15.3 / -15.3 eV
charge = +3

=====

[4]
Computed, not measured: C27H32N4O3S in the gas phase, with ωB97M-V/def2-TZVPD.

Last column: Löwdin charge in e.
Cartesian coordinates (Å):
C (0.84, 2.05, 1.91)  -0.08
O (2.00, 1.62, 1.26)  -0.15
C (2.38, 2.23, 0.08)  -0.19
C (1.64, 3.26, -0.48)  -0.03
C (2.01, 3.84, -1.69)  -0.10
C (3.14, 3.40, -2.33)  -0.10
C (3.90, 2.38, -1.78)  -0.03
C (3.54, 1.77, -0.57)  -0.15
N (4.36, 0.76, -0.09)  -0.08
C (4.39, 0.29, 1.26)  -0.13
C (3.53, -0.98, 1.43)  -0.11
N (3.62, -1.76, 0.21)  -0.04
C (2.62, -2.46, -0.39)  -0.42
O (2.81, -3.05, -1.44)  0.06
C (1.26, -2.43, 0.27)  -0.23
C (0.46, -3.69, -0.05)  -0.14
C (-0.93, -3.61, 0.56)  -0.15
C (-1.69, -2.38, 0.06)  -0.31
C (-3.06, -2.31, 0.74)  -0.15
N (-3.87, -1.20, 0.26)  0.01
C (-4.55, -1.35, -0.91)  -0.77
S (-4.57, -2.74, -1.79)  0.70
N (-5.27, -0.29, -1.36)  0.08
C (-5.35, 0.92, -0.72)  -0.18
C (-6.09, 1.99, -1.24)  -0.01
C (-6.14, 3.18, -0.56)  -0.07
C (-5.45, 3.34, 0.64)  -0.07
C (-4.71, 2.30, 1.16)  0.00
C (-4.66, 1.08, 0.48)  -0.06
C (-3.88, -0.03, 1.03)  -0.36
O (-3.27, 0.03, 2.08)  0.09
C (-0.88, -1.11, 0.33)  -0.15
C (0.51, -1.21, -0.28)  -0.12
C (4.88, -1.61, -0.48)  -0.11
C (4.98, -0.17, -1.02)  -0.13
H (0.91, 3.10, 2.22)  0.10
H (0.75, 1.43, 2.80)  0.10
H (-0.05, 1.91, 1.29)  0.09
H (0.75, 3.61, 0.01)  0.10
H (1.41, 4.64, -2.10)  0.10
H (3.45, 3.84, -3.27)  0.10
H (4.80, 2.06, -2.28)  0.11
H (5.44, 0.08, 1.52)  0.12
H (4.04, 1.07, 1.93)  0.12
H (2.51, -0.67, 1.61)  0.10
H (3.89, -1.57, 2.28)  0.13
H (1.35, -2.35, 1.36)  0.14
H (0.39, -3.80, -1.13)  0.12
H (0.98, -4.57, 0.33)  0.12
H (-0.85, -3.55, 1.65)  0.12
H (-1.50, -4.51, 0.32)  0.12
H (-1.84, -2.48, -1.02)  0.12
H (-3.62, -3.23, 0.55)  0.09
H (-2.94, -2.17, 1.82)  0.13
H (-5.77, -0.43, -2.23)  0.13
H (-6.62, 1.86, -2.17)  0.11
H (-6.71, 4.00, -0.96)  0.11
H (-5.49, 4.29, 1.16)  0.10
H (-4.17, 2.39, 2.09)  0.12
H (-1.40, -0.24, -0.09)  0.12
H (-0.80, -0.95, 1.41)  0.12
H (1.07, -0.30, -0.09)  0.10
H (0.43, -1.32, -1.37)  0.14
H (4.91, -2.32, -1.30)  0.12
H (5.70, -1.83, 0.22)  0.12
H (6.04, 0.08, -1.19)  0.12
H (4.46, -0.12, -1.98)  0.12

Calculated values
2S+1 = 1
largest force on an atom = 0.72 eV Å⁻¹
SMILES = COc1ccccc1N1CCN(C(=O)[C@H]2CC[C@H](Cn3c(=S)[nH]c4ccccc4c3=O)CC2)CC1
HOMO level = -7.5 eV
energy above the lowest of the compared OMol25 structures with the same formula, charge and spin = 0.0 kcal per mole

=====

[5]
Computed, not measured: C6H8 in the gas phase, with ωB97M-V/def2-TZVPD.

Last column: Löwdin charge in e.
Cartesian coordinates (Å):
C (-1.62, 0.73, -1.70)  0.11
C (-1.54, 0.34, -0.56)  -0.15
C (-1.16, -0.21, 0.75)  -0.17
C (0.33, -0.58, 0.75)  -0.29
C (1.34, 0.52, 0.57)  -0.13
C (1.14, -0.50, -0.51)  -0.13
H (-1.65, 1.05, -2.71)  0.03
H (-1.37, 0.52, 1.55)  0.12
H (-1.78, -1.09, 0.97)  0.11
H (0.59, -1.38, 1.44)  0.13
H (2.26, 0.48, 1.15)  0.10
H (0.94, 1.51, 0.40)  0.11
H (0.61, -0.16, -1.40)  0.07
H (1.91, -1.24, -0.70)  0.10

Calculated values
2S+1 = 1
largest force on an atom = 0.48 eV Å⁻¹
SMILES = C#CCC1CC1
HOMO level = -9.9 eV
energy above the lowest of the compared OMol25 structures with the same formula, charge and spin = 44.5 kcal per mole

=====

> Which formula does entry 1 have?

C15H23NO4